17
Properties=species:S:1:pos:R:3:mulliken_charge:R:1 method="wB97M-V/def2-TZVPD" e_homo_ev=-10.116 e_lumo_ev=1.0 relative_energy_kcal_mol=155.7 homo_lumo_gap_ev=11.2
C 0.0030 0.3739 0.0601 0.51
C -1.1024 -0.6462 -0.0177 -0.23
C -2.2045 -0.0560 0.8369 -0.35
C 2.3488 0.1700 0.1980 -0.25
C 1.7832 -0.8834 -0.4594 -0.48
H -0.8395 1.8724 -0.3976 0.23
H -0.6727 -1.6871 -0.0070 0.33
H -2.9827 -0.7129 1.1379 0.30
H -1.9656 1.0749 1.0968 0.19
H -2.0194 0.5086 -1.2641 0.35
H 2.4936 1.2829 -0.2822 0.19
H 2.9152 -0.0249 1.1363 0.32
H 1.1025 -0.2532 -1.3294 0.31
H 2.2874 -1.9795 -0.6013 0.24
N 0.0680 1.5821 -0.2730 -0.68
N -2.3081 -0.3841 -0.6182 -0.51
N 1.0930 -0.2376 0.7840 -0.48

=====

17
Properties=species:S:1:pos:R:3:mulliken_charge:R:1 method="wB97M-V/def2-TZVPD" e_homo_ev=-8.951 smiles="CC(=O)C(C)=O.C=C=O" e_lumo_ev=-0.1 relative_energy_kcal_mol=72.4 homo_lumo_gap_ev=8.8
C 1.5116 0.4157 2.1455 -1.15
C -0.9214 -1.6963 0.3707 -1.16
C 0.2340 0.4757 1.3652 0.72
C -0.6353 1.5339 -2.0254 0.75
C 0.2164 -0.7355 0.1224 0.60
C -0.7729 1.0006 -3.2172 -0.89
O -0.4502 2.4725 -1.3074 -0.39
O -0.8279 0.7802 1.8096 -0.50
O 1.2949 -1.1402 -0.2555 -0.54
H 1.4831 -0.4495 2.8103 0.29
H 1.5876 1.2674 2.8174 0.35
H 2.3587 0.2510 1.4871 0.35
H -0.8157 -2.1819 1.3421 0.31
H -1.8486 -1.1312 0.4364 0.32
H -0.8882 -2.5167 -0.3426 0.37
H -0.0578 0.2967 -3.5998 0.28
H -1.4684 1.3577 -3.9588 0.28

=====

15
Properties=species:S:1:pos:R:3:mulliken_charge:R:1 method="wB97M-V/def2-TZVPD" e_homo_ev=-8.988 smiles=NCCSS.O e_lumo_ev=0.3 relative_energy_kcal_mol=13.9 homo_lumo_gap_ev=9.3
N 0.0045 -0.3654 -1.8868 -0.52
C 0.5913 -0.7025 -0.5810 -1.03
C -0.4381 -0.6647 0.5702 -0.35
S 0.3792 -1.2451 2.0569 -0.13
S -1.1663 -0.9197 3.4959 -0.23
H 0.1351 0.5711 -2.2207 0.22
H 0.3329 -1.0806 -2.5138 0.22
H 1.4867 -0.1660 -0.2453 0.39
H 0.8622 -1.7561 -0.6505 0.54
H -1.3757 -1.0804 0.2013 0.42
H -0.6655 0.3960 0.7464 0.38
H -0.4224 0.0773 3.9958 0.17
H 0.2059 1.5869 -0.7108 0.25
H -0.3535 2.8437 -1.3574 0.32
O 0.4237 2.5056 -0.9001 -0.65

=====

24
Properties=species:S:1:pos:R:3:mulliken_charge:R:1 method="wB97M-V/def2-TZVPD" e_homo_ev=-9.361 smiles="CNC(C)=O.CNC(C)=O" e_lumo_ev=0.6 relative_energy_kcal_mol=20.5 homo_lumo_gap_ev=10.0
C -2.3794 -1.1279 0.2407 -1.27
C -1.5865 1.8525 -1.9666 -0.90
C -1.9313 0.2797 -0.1403 0.66
O -1.5669 1.0387 0.7465 -0.61
N -1.8192 0.5258 -1.4610 -0.14
H -1.6830 -1.8920 -0.1137 0.36
H -3.4572 -1.2044 0.0991 0.41
H -2.1981 -0.1708 -2.0841 0.23
H -0.6977 1.9185 -2.5946 0.28
H -2.2133 -1.2429 1.3113 0.33
H -2.4227 2.2133 -2.5724 0.34
H -1.4820 2.5375 -1.1349 0.35
C 1.9184 -1.8585 1.9966 -0.95
C 1.9189 1.0979 -0.2643 -0.65
C 2.4112 -0.2476 0.1857 0.64
O 3.5650 -0.6032 0.0523 -0.63
N 1.5187 -0.9227 0.9595 -0.09
H 0.5606 -0.6119 0.9978 0.17
H 2.4118 -1.3024 2.7995 0.30
H 2.3191 1.4199 -1.2293 0.33
H 1.0409 -2.2897 2.4430 0.32
H 2.6640 -2.5656 1.6553 0.31
H 0.8382 1.2568 -0.3186 -0.01
H 2.2705 1.8987 0.3924 0.24

=====

70
Properties=species:S:1:pos:R:3:mulliken_charge:R:1 method="wB97M-V/def2-TZVPD" e_homo_ev=-8.155 smiles="Cc1ccc(C)c2[nH]c(=O)c(CN(CCN3CCOCC3)Cc3nnnn3C[C@@H]3CCCO3)cc12" e_lumo_ev=0.2 relative_energy_kcal_mol=0.0 homo_lumo_gap_ev=8.4
C -4.5931 -2.9682 -0.6324 -1.76
C -4.4925 -1.4767 -0.7293 1.38
C -5.2327 -0.7839 -1.6620 -0.96
C -5.1319 0.5988 -1.7866 -0.96
C -4.3008 1.3373 -0.9721 1.08
C -3.5585 0.6487 0.0009 -0.73
N -2.7373 1.3329 0.8580 0.15
C -1.9044 0.7825 1.7961 0.20
O -1.2039 1.5109 2.4918 -0.75
C -1.9317 -0.6709 1.8671 0.68
C -2.7823 -1.3738 1.0848 -0.15
C -3.6326 -0.7518 0.1214 1.00
H -2.8007 -2.4498 1.1674 0.49
C -0.9041 -1.3202 2.7570 -2.31
N 0.3238 -1.6979 2.0668 0.30
C 1.0409 -0.5724 1.5084 -1.26
C 0.4120 0.0963 0.3309 -0.55
N -0.3032 -0.4441 -0.6355 0.48
N -0.6520 0.5410 -1.4502 -1.36
N -0.1877 1.6517 -1.0539 -0.11
N 0.5054 1.4244 0.0676 1.61
C 1.1544 2.4580 0.8222 -0.77
H 0.5721 2.6471 1.7324 0.24
H 2.1541 2.1177 1.1073 0.33
C 1.2512 3.7566 0.0053 0.19
C 2.2565 3.6455 -1.1479 -0.54
H 1.9557 4.3002 -1.9652 0.38
C 3.5440 4.1558 -0.5047 -0.57
H 4.0368 3.3618 0.0580 0.22
C 3.0036 5.2257 0.4422 -0.56
H 2.9100 6.1901 -0.0756 0.32
O 1.7145 4.7955 0.8507 -0.51
H 3.6169 5.3654 1.3355 0.31
H 4.2481 4.5616 -1.2266 0.40
H 2.3354 2.6310 -1.5306 0.19
H 0.2478 4.0154 -0.3516 0.37
H 1.1624 0.1719 2.3001 0.49
H 2.0233 -0.9459 1.1951 0.44
C 0.1889 -2.8274 1.1620 -0.17
H -0.4567 -3.5585 1.6553 0.59
C 1.5348 -3.5205 0.9207 -1.82
N 2.4714 -2.7510 0.1181 0.77
C 2.0912 -2.6606 -1.2834 -0.70
C 3.0697 -1.7331 -2.0011 -0.69
O 4.3974 -2.1917 -1.8959 -0.44
C 4.7664 -2.3271 -0.5452 -0.63
C 3.8257 -3.2706 0.2054 -0.67
H 4.1240 -3.3197 1.2552 0.40
H 3.9024 -4.2815 -0.2329 0.35
H 5.7865 -2.7153 -0.5427 0.38
H 4.7507 -1.3410 -0.0540 0.27
H 2.8438 -1.6840 -3.0671 0.41
H 2.9906 -0.7234 -1.5673 0.25
H 1.0874 -2.2445 -1.3643 0.36
H 2.1111 -3.6538 -1.7662 0.40
H 1.3370 -4.5050 0.4604 0.46
H 2.0018 -3.6872 1.8948 0.36
H -0.2780 -2.5414 0.2115 0.29
H -1.3128 -2.2209 3.2207 0.62
H -0.6277 -0.6104 3.5424 0.42
H -2.6972 2.3416 0.7757 0.23
C -4.1666 2.8226 -1.1286 -1.69
H -4.4585 3.3454 -0.2167 0.39
H -4.8026 3.1725 -1.9371 0.37
H -3.1354 3.0841 -1.3687 0.31
H -5.7148 1.1030 -2.5434 0.37
H -5.8972 -1.3220 -2.3219 0.34
H -3.6316 -3.4296 -0.8545 0.35
H -4.8961 -3.2737 0.3683 0.38
H -5.3252 -3.3434 -1.3428 0.36

=====

18
Properties=species:S:1:pos:R:3:mulliken_charge:R:1 method="wB97M-V/def2-TZVPD" e_homo_ev=-8.781 smiles="CN1N[C@@H](O)N[C@@H]1[N+](=O)[O-]" e_lumo_ev=0.5 relative_energy_kcal_mol=63.9 homo_lumo_gap_ev=9.3
C -0.5852 -0.4721 0.6924 -0.17
C 0.4826 -0.7717 -1.4240 -0.06
C 0.4912 1.7997 1.1692 -0.76
N -0.0113 -1.3937 -0.1762 -0.28
N 0.8546 0.5999 -0.8378 -0.57
N -0.0167 0.8156 0.2385 0.12
N -2.1602 -0.3530 0.3429 1.04
O -2.9169 0.4687 0.7889 -0.60
O -2.5066 -1.1883 -0.4616 -0.60
O 1.6130 -1.3371 -1.9149 -0.51
H -0.4418 -0.6182 1.7925 0.32
H -0.2501 -0.7165 -2.2444 0.37
H 0.0671 1.4877 2.2071 0.31
H 1.6341 1.8400 1.0749 0.24
H 0.0801 2.8193 0.8440 0.25
H -0.5165 -2.2570 -0.4299 0.32
H 1.8905 0.4711 -0.4488 0.23
H 2.2922 -1.1943 -1.2127 0.38